Entry from the Open Molecules 2025 dataset: a single C4H8N2O2 molecule (ωB97M-V/def2-TZVPD).

Last column: natural (NBO) charge in e.
Element x y z (Å)
C  1.09  -0.14  1.82  -0.66
C  -0.02  0.56  1.10  -0.07
C  -1.10  -0.04  0.45  0.11
O  -2.40  0.35  0.71  -0.65
C  -0.73  -0.73  -0.75  0.59
O  -1.47  -1.17  -1.63  -0.55
N  0.61  -0.23  -1.01  -0.58
N  0.82  0.48  -2.23  -0.62
H  1.17  -1.19  1.54  0.21
H  2.04  0.35  1.62  0.22
H  0.90  -0.09  2.90  0.24
H  -0.25  1.52  1.57  0.19
H  -2.93  0.08  -0.06  0.49
H  1.49  -0.60  -0.66  0.39
H  -0.02  1.05  -2.38  0.34
H  0.81  -0.20  -2.99  0.34

Output
- Energy above the lowest of the compared OMol25 structures with the same formula, charge and spin: 116.7 kcal/mol
- F_max: 4.1 eV/A
- Kohn-Sham gap (alpha / beta): 0.2682 / 0.2671 hartree
- HOMO (alpha / beta): -7.641 / -7.656 eV